The following is a DFT calculation (wB97M-V/def2-TZVPD) of a single C4H10O molecule.

Geometry (Å):
H  0.376  -0.465  -1.944
C  -0.702  0.875  -0.657
H  0.710  0.442  1.831
H  1.462  0.545  -0.821
H  0.546  -1.222  2.381
H  -0.064  -1.939  -0.036
H  -0.786  1.330  0.383
H  -0.962  -0.261  1.918
C  0.506  -0.029  -0.850
C  0.514  -1.122  0.302
C  0.159  -0.491  1.685
H  -1.652  0.258  -0.708
H  -1.162  1.571  -2.481
O  -0.592  2.011  -1.511
H  1.647  -1.503  0.507

Values from the calculation:
Frontier orbital gap, eV: 10.666
Spin multiplicity: 1
SMILES: CCCCO
Total charge: 0
Energy above the lowest of the compared OMol25 structures with the same formula, charge and spin, kJ/mol: 219.0
Electronic energy, eV: -6355.533